# C24H65Li2N19O18

A molecular structure, C24H65Li2N19O18 (wB97M-V/def2-TZVPD, the Open Molecules 2025 dataset).

Output
- calculated total energy (Ha) = -3363.15742
- Kohn-Sham gap (eV) = 2.8
- E_HOMO (eV) = -5.17
- lowest unoccupied orbital energy (eV) = -2.38
- molar mass (g/mol) = 921.781

```
128
C24H65Li2N19O18 | the Open Molecules 2025 dataset | wB97M-V/def2-TZVPD
Li -0.9545 2.9629 -4.4987
Li 3.0221 -0.8007 6.1938
C -0.3220 1.8812 1.5407
C 0.7044 1.2979 2.2122
C 2.0132 1.0262 1.4616
O 2.9963 0.4628 2.0348
C 2.2617 1.3501 0.1588
C 1.2011 1.9940 -0.5917
C -0.2302 2.2260 0.0782
O -1.1998 2.7198 -0.4949
O 1.4528 2.4998 -1.6927
O 0.4240 1.0142 3.4121
H -1.2345 2.1101 2.0712
H 3.2359 1.2576 -0.2984
C 5.5727 4.8975 4.8445
O 6.3424 3.9609 4.6142
N 4.4789 5.1669 4.2462
N 5.9234 5.7510 5.7820
H 4.2002 4.6290 3.4381
H 3.9718 5.9686 4.5929
H 5.3946 6.5940 5.9550
H 6.8288 5.5685 6.1909
C 5.9433 5.4839 -2.5798
O 6.8195 6.3359 -2.6690
N 5.2599 5.0788 -3.6040
N 5.7416 4.8332 -1.5140
H 4.4027 4.7063 -3.2210
H 5.3767 5.5453 -4.4921
H 5.2123 3.9739 -1.4771
H 6.2565 5.1890 -0.7213
C -3.3310 -5.0457 5.2781
O -2.9094 -5.4129 6.3376
N -4.2050 -5.7263 4.5340
N -3.1877 -3.8509 4.6034
H -4.4813 -6.6359 4.8752
H -4.5013 -5.4010 3.6249
H -2.4471 -3.1990 4.8195
H -3.8363 -3.5955 3.8726
C -6.5371 7.1865 2.4324
O -5.7893 8.0615 2.4894
N -6.1791 5.9450 2.3327
N -7.8342 7.2910 2.5014
H -5.2178 5.6876 2.5053
H -6.7889 5.1409 2.2931
H -8.2297 8.2200 2.5282
H -8.2934 6.3928 2.5515
C -4.9206 3.0196 6.4721
O -5.2932 2.2821 5.6181
N -5.7638 3.6902 7.2357
N -3.6776 3.3224 6.6245
H -5.3779 4.4664 7.7540
H -6.7461 3.6011 7.0181
H -3.2667 3.9135 7.3329
H -2.9942 2.8790 6.0276
C -6.7213 6.4449 -4.0913
O -7.9323 6.2610 -4.1768
N -6.1481 7.5024 -3.6182
N -5.8557 5.5785 -4.5479
H -6.7301 8.1485 -3.1047
H -5.1637 7.6625 -3.7781
H -6.1332 4.6715 -4.8950
H -4.8587 5.6875 -4.4283
C 9.8329 1.7078 0.6976
O 10.2760 1.4141 -0.3806
N 8.7819 1.1103 1.1895
N 10.3610 2.4272 1.6228
H 8.1489 0.5295 0.6584
H 8.4976 1.4920 2.0804
H 11.3189 2.7341 1.5314
H 9.8035 2.5150 2.4604
C 3.0139 -5.2547 4.1686
O 2.4316 -4.3776 4.7495
N 2.7102 -6.5875 4.2953
N 3.9799 -5.0233 3.3686
H 2.1495 -6.8348 5.0981
H 2.8287 -7.3358 3.6273
H 4.5497 -5.7756 3.0086
H 4.3640 -4.0932 3.2821
C 2.8733 0.7705 -7.5997
O 1.6628 0.6141 -7.2959
N 3.7475 1.1867 -6.7764
N 3.4397 0.5212 -8.7872
H 4.6395 1.4764 -7.1512
H 3.4671 1.5805 -5.8896
H 4.4330 0.6790 -8.8802
H 2.8868 0.1490 -9.5461
C -0.4235 -7.4841 -4.5527
C -1.7145 -7.0066 -3.8336
C -2.2772 -8.0734 -2.8438
C -1.4931 -8.2600 -1.5491
C -1.2968 -6.8545 -0.8601
C -0.7752 -5.7547 -1.8441
N -1.5110 -5.7240 -3.1027
O -1.0907 -4.7088 -3.9775
C -0.9451 -4.3329 -1.1325
C 0.7304 -5.9814 -1.9851
C -2.8564 -6.8528 -4.8249
H -0.1228 -6.9042 -5.4252
H -0.5616 -8.5224 -4.8544
H 0.5766 -7.5360 -4.1224
H -3.2062 -7.6574 -2.4538
H -2.6002 -8.8901 -3.4894
H -0.5267 -8.7440 -1.6901
H -2.1230 -8.8936 -0.9247
H -0.6675 -6.8221 0.0293
H -2.2717 -6.4868 -0.5401
H -0.7595 -4.5144 -0.0739
H -0.2341 -3.6024 -1.5184
H -1.9675 -3.9613 -1.2016
H 1.2256 -5.4985 -2.8275
H 1.3235 -5.6123 -1.1484
H 0.9032 -7.0571 -2.0189
H -2.9494 -7.6813 -5.5271
H -2.5890 -6.0459 -5.5071
H -3.8042 -6.5208 -4.4013
H -0.2930 -5.1019 -4.3389
O -2.2950 7.3843 -0.4519
H -3.0692 7.6138 0.0621
H -2.4732 6.5001 -0.7723
O -5.9330 -0.8403 2.1193
H -5.5644 -0.3222 1.4037
H -5.7244 -0.3412 2.9091
O 5.6783 -1.7155 -2.6667
H 6.1138 -0.9753 -3.0893
H 4.9267 -1.3277 -2.2184
O -5.8237 1.4890 -1.3640
H -6.4460 2.1230 -1.7204
H -5.0311 1.9989 -1.1966
```

=====

# C24H65N21O16

11 unconnected molecules or ions with the total composition C24H65N21O16 (wB97M-V/def2-TZVPD, the Open Molecules 2025 dataset).

Output
- calculated total energy (Ha) = -3307.59122
- Kohn-Sham gap (eV) = 4.3
- E_HOMO (eV) = -1.90
- lowest unoccupied orbital energy (eV) = 2.37
- relative energy (zero: lowest compared OMol25 entry of this formula, charge and spin) (kcal per mole) = 0.00
- molar mass (g/mol) = 903.915
- net charge = -2

```
126
C24H65N21O16 | the Open Molecules 2025 dataset | wB97M-V/def2-TZVPD
C -4.3452 -1.4187 -0.1937
C -3.2499 -0.9680 0.8480
O -2.1967 -0.1904 0.2905
N -1.2844 -1.0874 -0.3119
C -0.0206 -0.4144 -0.6519
C 1.0369 -0.4005 0.4998
C 0.6929 0.5143 1.7232
C 1.8326 0.2747 2.8145
C 1.3769 -0.6657 4.0005
C 1.8590 -2.1595 3.7413
C 0.6290 -3.1367 4.0034
C 0.6262 -4.3082 2.9265
C -0.1482 -5.5985 3.3860
O -1.4625 -5.6374 2.7734
C -2.2998 -4.6275 3.3399
C -0.3710 1.0024 -1.2737
O -0.5720 2.0614 -0.6303
O -0.5043 1.0381 -2.5602
C 0.6426 -1.2582 -1.8355
O 0.2390 -2.4118 -2.1283
O 1.6460 -0.7803 -2.4823
H -4.4605 -2.5350 -0.1101
H -4.0435 -1.2417 -1.2625
H -5.3375 -0.9266 -0.0622
H -2.7816 -1.8876 1.2832
H -3.7671 -0.3368 1.6180
H -1.7654 -1.3828 -1.1702
H 2.0340 -0.1842 0.0420
H 1.0884 -1.4561 0.8972
H 0.8159 1.5818 1.4204
H -0.3309 0.3742 2.1350
H 2.7012 -0.2402 2.3161
H 2.2479 1.2595 3.1640
H 1.8254 -0.3314 4.9777
H 0.2728 -0.5754 4.1218
H 2.6558 -2.3823 4.5043
H 2.3111 -2.3095 2.7357
H 0.7109 -3.5679 5.0359
H -0.3492 -2.6075 3.8641
H 1.6795 -4.5089 2.6034
H 0.1053 -3.9163 2.0108
H 0.4241 -6.5165 3.0879
H -0.2992 -5.6639 4.4929
H -3.3477 -4.9935 3.4855
H -1.9408 -4.2975 4.3560
H -2.2724 -3.6986 2.7055
C 0.4919 4.5043 2.2047
O 0.9615 3.5990 2.8878
N 0.1766 4.3562 0.9018
N 0.2465 5.7537 2.7164
H -0.2070 5.0913 0.3391
H 0.3389 3.4456 0.4740
H 0.4654 5.9055 3.6832
H -0.1362 6.5089 2.1803
C -0.1103 4.2753 -5.3300
O -0.2894 5.2844 -6.0184
N -1.0986 3.6742 -4.6382
N 1.1032 3.6772 -5.2057
H -0.9614 2.8474 -4.0705
H -2.0154 4.0808 -4.6958
H 1.8718 4.0883 -5.7039
H 1.2640 2.8531 -4.6464
C 4.4602 5.2759 4.4338
O 5.5942 5.6518 4.7022
N 3.3550 5.7761 5.0581
N 4.1966 4.3332 3.4981
H 2.4192 5.4784 4.8520
H 3.5028 6.4778 5.7603
H 4.9808 3.9351 3.0135
H 3.2671 4.0169 3.2693
C -5.8110 -5.1303 -1.1659
O -5.2194 -4.1782 -0.6962
N -7.1238 -5.3921 -0.8878
N -5.2152 -6.0174 -2.0107
H -7.6295 -6.1707 -1.2649
H -7.5949 -4.7576 -0.2683
H -4.2489 -5.8541 -2.2381
H -5.6828 -6.8083 -2.4104
C -4.8443 1.9934 -6.7320
O -5.8977 2.0138 -7.3572
N -4.5110 0.9848 -5.8864
N -3.9137 2.9853 -6.8343
H -3.6516 0.9502 -5.3666
H -5.1701 0.2337 -5.7853
H -4.1226 3.7482 -7.4521
H -3.0435 2.9883 -6.3324
C 2.7953 -6.4410 5.6186
O 2.0399 -5.6783 5.0468
N 2.4304 -7.6978 5.9975
N 4.0797 -6.1086 5.9325
H 3.0437 -8.3401 6.4721
H 1.4913 -7.9863 5.7867
H 4.3931 -5.1896 5.6720
H 4.7171 -6.7250 6.4055
C 1.8388 8.4088 -4.2196
O 2.2784 9.5125 -3.9047
N 1.3782 8.1369 -5.4661
N 1.7746 7.3681 -3.3489
H 1.0120 7.2408 -5.7467
H 1.4100 8.8836 -6.1368
H 2.1066 7.5300 -2.4149
H 1.4174 6.4596 -3.5899
C -2.2085 -3.1463 -5.1949
O -3.2128 -2.6372 -5.6889
N -1.7575 -2.8451 -3.9619
N -1.4561 -4.0733 -5.8667
H -0.9332 -3.2503 -3.5428
H -2.2792 -2.1663 -3.4371
H -1.7571 -4.3257 -6.7899
H -0.6329 -4.5014 -5.4867
C 5.6834 -9.7170 6.4534
O 5.1303 -9.2640 7.4466
N 6.5501 -10.7661 6.5100
N 5.4750 -9.2072 5.2142
H 7.0127 -11.1510 5.7083
H 6.7260 -11.1666 7.4141
H 4.8389 -8.4306 5.1404
H 5.9119 -9.5555 4.3815
C -0.7932 12.4418 -5.7410
O -1.5307 13.2199 -6.3279
N -1.1987 11.2118 -5.3285
N 0.5045 12.7368 -5.4465
H -0.6021 10.5628 -4.8458
H -2.1482 10.9501 -5.5245
H 0.8457 13.6360 -5.7335
H 1.1252 12.1086 -4.9646
```

=====

# C24H65N4O9

5 unconnected molecules or ions with the total composition C24H65N4O9 (wB97M-V/def2-TZVPD, the Open Molecules 2025 dataset).

Output
- calculated total energy (Ha) = -1848.47676
- Kohn-Sham gap (eV) = 9.7
- E_HOMO (eV) = -16.31
- lowest unoccupied orbital energy (eV) = -6.57
- relative energy (zero: lowest compared OMol25 entry of this formula, charge and spin) (kcal per mole) = 52.41
- molar mass (g/mol) = 553.803
- net charge = +3

```
102
C24H65N4O9 | the Open Molecules 2025 dataset | wB97M-V/def2-TZVPD
O -0.4960 1.0654 0.1555
H 0.4490 0.9717 -0.0636
C -1.1672 5.4496 4.5836
O -1.4130 4.2659 3.7355
C -1.4563 3.0122 4.3207
C -1.2316 1.8596 3.3955
N 0.0345 2.2167 2.4938
H -0.1134 1.8053 1.5742
H 0.0695 3.2288 2.5157
C 1.3537 1.8043 3.1447
C 2.4754 2.7686 2.7219
O 2.1788 4.0908 2.8874
C 3.2158 4.9920 2.3813
H -1.7775 5.3666 5.4827
H -1.3216 6.4133 4.1001
H -0.1092 5.4137 4.8449
H -2.4760 2.8862 4.6878
H -0.6738 2.8842 5.0706
H -2.0868 1.7730 2.7255
H -1.0631 0.9607 3.9871
H 1.6559 0.8294 2.7620
H 1.1978 1.7077 4.2189
H 2.6098 2.5960 1.6517
H 3.3602 2.4600 3.2805
H 4.1946 4.5183 2.3108
H 3.1004 5.9864 2.8095
H 2.9184 5.0882 1.3357
C -5.4943 -3.1493 -1.7734
O -4.7536 -2.5316 -0.7058
C -3.9951 -1.4417 -1.2511
C -2.6124 -1.2124 -0.7665
N -2.6528 -0.7937 0.7428
H -1.7916 -0.2937 0.9316
H -3.4737 -0.2076 0.6685
C -2.8549 -1.8496 1.7620
C -1.4647 -2.3864 2.1941
O -0.7357 -1.4880 3.0113
C 0.0364 -2.0767 3.9981
H -6.3007 -3.7348 -1.3304
H -5.0501 -3.9769 -2.3281
H -5.9757 -2.4738 -2.4804
H -4.5942 -0.5361 -1.1365
H -3.8634 -1.3715 -2.3321
H -2.1203 -0.3016 -1.1096
H -1.8432 -1.9453 -1.0099
H -3.5391 -2.5804 1.3323
H -3.2572 -1.3942 2.6670
H -0.9477 -2.6547 1.2707
H -1.5485 -3.3486 2.7006
H 0.3166 -1.2570 4.6596
H 0.9208 -2.5311 3.5499
H -0.4889 -2.8104 4.6105
C 2.8679 -1.0065 0.0356
O 2.5438 -1.8196 -1.0979
C 1.8802 -3.0152 -0.8029
C 1.5363 -3.9203 -1.9793
N 2.6913 -4.0156 -2.9730
H 2.5544 -3.2030 -3.5586
H 3.6229 -4.1945 -2.6219
C 2.4603 -5.1722 -3.9881
C 3.0788 -6.4744 -3.5328
O 2.8193 -6.8298 -2.1757
C 1.8026 -7.7689 -1.9966
H 2.0142 -0.6877 0.6358
H 3.2657 -0.0741 -0.3641
H 3.5691 -1.5184 0.6950
H 0.9295 -2.7078 -0.3632
H 2.4347 -3.5259 -0.0142
H 0.7131 -3.5398 -2.5841
H 1.2593 -4.9321 -1.6853
H 2.8273 -4.7659 -4.9308
H 1.3922 -5.2235 -4.2022
H 4.1536 -6.3154 -3.4396
H 2.7690 -7.2908 -4.1852
H 1.4565 -7.6824 -0.9664
H 2.1291 -8.7744 -2.2604
H 0.9126 -7.4046 -2.5127
C 1.3238 -0.4047 -4.0888
O 0.5114 0.6599 -3.6722
C 1.1792 1.6404 -2.9205
C 0.2614 2.8979 -2.6196
N -1.0255 2.5574 -2.0002
H -1.3448 1.8295 -2.6268
H -0.8109 2.1270 -1.1023
C -2.0284 3.6181 -1.8979
C -1.4372 4.8804 -1.2405
O -0.9250 4.6209 0.0934
C -0.0233 5.5676 0.5740
H 0.6822 -1.1701 -4.5249
H 1.8174 -0.8013 -3.2001
H 2.0337 0.0084 -4.8060
H 2.0076 2.0522 -3.4990
H 1.6297 1.2094 -2.0252
H -0.0445 3.3877 -3.5442
H 0.7390 3.5829 -1.9197
H -2.8012 3.2454 -1.2258
H -2.4241 3.8787 -2.8791
H -2.2374 5.6215 -1.2150
H -0.7029 5.3939 -1.8627
H -0.3240 5.7015 1.6130
H -0.0320 6.5620 0.1261
H 0.9481 5.1287 0.3434
```

=====

# C24H66FN6O6Ti

A molecular structure, C24H66FN6O6Ti (wB97M-V/def2-TZVPD, the Open Molecules 2025 dataset).

Output
- multiplicity = 4
- calculated total energy (Ha) = -2683.15663
- Kohn-Sham gap (alpha / beta) (eV) = 4.8 / 9.2
- E_HOMO (alpha / beta) (eV) = -4.30 / -8.80
- lowest unoccupied orbital energy (alpha / beta) (eV) = 0.50 / 0.44
- expectation value of S² = 3.75
- molar mass (g/mol) = 601.693

```
104
C24H66FN6O6Ti | the Open Molecules 2025 dataset | wB97M-V/def2-TZVPD
Ti 1.8806 0.5185 0.2429
F 0.1205 0.2227 -1.0177
C -4.0432 1.1329 -1.6465
C -3.1601 1.7568 -0.6312
C -3.8368 2.9658 0.1515
O -2.7506 3.6335 0.8629
C -3.2896 4.7617 1.5304
N -2.6419 0.7992 0.3102
H -4.6426 1.8317 -2.2063
H -4.8182 0.5184 -1.1550
H -3.4952 0.4718 -2.3626
H -2.2810 2.2272 -1.1378
H -4.6910 2.6478 0.8210
H -4.1671 3.6590 -0.6527
H -2.4379 5.2194 2.0335
H -4.0903 4.5512 2.1856
H -3.7496 5.4562 0.8146
H -1.8148 0.3550 -0.0373
H -2.3878 1.2262 1.1994
C 1.7649 1.9454 4.7464
C 1.5976 0.8562 3.7146
C 0.2039 0.3011 3.5050
O 0.0042 -0.6786 4.5310
C -1.0641 -1.5661 4.3811
N 2.2503 1.2618 2.4454
H 1.3688 2.8516 4.3600
H 2.8103 2.2022 4.8958
H 1.3208 1.6418 5.6797
H 2.1315 -0.0394 4.1572
H 0.2209 -0.1207 2.4703
H -0.6562 1.0527 3.5848
H -0.9981 -2.3468 3.5996
H -1.9770 -1.0199 4.1639
H -1.0807 -2.0256 5.3569
H 2.0930 2.2635 2.3434
H 3.2940 1.1378 2.5301
C -2.1838 -4.7028 -0.5449
C -1.4864 -3.4135 -1.1467
C -2.5578 -2.6273 -1.9493
O -3.2096 -3.5255 -2.7754
C -4.2390 -2.9251 -3.5641
N -0.8483 -2.6359 -0.0717
H -2.5519 -5.3222 -1.3394
H -2.9030 -4.2702 0.1636
H -1.3641 -5.1733 -0.0001
H -0.7267 -3.7292 -1.8962
H -2.0384 -1.8124 -2.5221
H -3.2226 -2.0343 -1.2793
H -3.8200 -2.1433 -4.2088
H -4.9387 -2.5470 -2.8286
H -4.7391 -3.7436 -4.1388
H -0.4620 -1.7786 -0.4230
H -1.4789 -2.3274 0.6450
C 4.5302 -2.1668 1.2175
C 3.0927 -2.6828 0.8718
C 2.3273 -2.8883 2.1549
O 3.1622 -3.5324 3.1227
C 2.5885 -3.5733 4.4447
N 2.2835 -1.7359 0.1098
H 4.3627 -1.4809 2.0368
H 5.0291 -1.7682 0.2952
H 5.1876 -2.9263 1.5837
H 3.1160 -3.6954 0.3036
H 1.4461 -3.4628 1.9016
H 1.9548 -1.8719 2.5471
H 1.9977 -4.4889 4.5652
H 1.9654 -2.7420 4.7361
H 3.4042 -3.5638 5.1337
H 2.4738 -1.8317 -0.9076
H 1.3101 -2.0508 0.0791
C 0.2382 4.7249 -1.0776
C 1.2014 3.9260 -0.1941
C 1.7783 4.7028 0.9738
O 2.4449 5.8893 0.5830
C 2.4149 6.8162 1.6210
N 0.6257 2.6100 0.2492
H -0.6476 5.0552 -0.5202
H -0.1088 4.0329 -1.8401
H 0.6813 5.5554 -1.6354
H 2.1122 3.6013 -0.7534
H 2.5528 4.1031 1.4982
H 0.9859 4.9449 1.7218
H 2.9574 7.7527 1.3282
H 2.9599 6.4012 2.5239
H 1.3946 7.0066 1.9449
H -0.1203 2.6831 0.9063
H 0.2082 2.1813 -0.6390
C 2.1019 -0.2209 -4.7616
C 1.0897 -1.2891 -4.3364
C 1.3503 -2.6933 -4.9404
O 0.2810 -3.5840 -4.6600
C -0.9163 -3.4664 -5.4984
N 1.2166 -1.4087 -2.8192
H 2.6452 0.2347 -3.9068
H 1.6104 0.5001 -5.4054
H 2.9387 -0.6055 -5.3691
H 0.0512 -1.0282 -4.5756
H 2.2046 -3.1584 -4.4806
H 1.5735 -2.5993 -6.0290
H -0.6583 -3.5700 -6.5738
H -1.3711 -2.4864 -5.3321
H -1.6376 -4.2254 -5.1293
H 0.6781 -0.6054 -2.3706
H 0.7143 -2.2788 -2.5882
```

=====

Max |F| across the listed records, respectively: 0.142 0.069 0.076 0.059 Eh/bohr.